A:
{
  "formula": "C3H6N4",
  "method": "ωB97M-V/def2-TZVPD",
  "elements": ["N", "N", "N", "N", "C", "C", "C", "H", "H", "H", "H", "H", "H"],
  "xyz": [[-1.026, 0.729, -0.499], [0.700, 2.026, 0.238], [1.317, -1.972, 0.411], [-0.928, -1.504, -0.015], [0.195, -1.286, 0.590], [-1.630, -0.531, -0.474], [0.219, 0.812, -0.049], [-2.643, -0.638, -0.811], [0.118, 2.862, 0.229], [1.560, -2.370, -0.492], [2.093, -1.780, 1.023], [-1.607, 1.528, -0.745], [1.633, 2.124, 0.592]],
  "lowdin_charge": [0.010, 0.064, 0.045, 0.020, -0.284, -0.235, -0.210, 0.099, 0.091, 0.094, 0.081, 0.140, 0.084],
  "homo_energy_ev": -6.5,
  "orbital_gap_ev": 7.3
}

=====

B:
{
  "formula": "C3H6N4",
  "method": "ωB97M-V/def2-TZVPD",
  "elements": ["N", "N", "N", "N", "C", "C", "C", "H", "H", "H", "H", "H", "H"],
  "xyz": [[-0.081, -0.319, -0.294], [0.894, 1.962, 0.202], [-2.477, -0.086, 0.137], [2.126, -0.946, -0.076], [0.882, -1.121, 0.153], [-1.378, -0.707, -0.006], [0.062, 1.110, -0.317], [1.652, 1.530, 0.887], [2.314, -0.052, -0.555], [-2.476, 0.810, 0.226], [0.787, -2.173, 0.724], [-1.457, -1.816, -0.339], [-0.847, 1.808, -0.742]],
  "lowdin_charge": [-0.079, 0.071, 0.158, 0.087, -0.319, -0.262, -0.234, 0.097, 0.040, -0.051, 0.173, 0.149, 0.169],
  "smiles": "[H]/N=C\\N(/C=N\\[H])/C=N\\[H]",
  "homo_energy_ev": -10.0,
  "orbital_gap_ev": 10.5
}

=====

C:
{
  "formula": "C3H6N4",
  "method": "ωB97M-V/def2-TZVPD",
  "elements": ["N", "N", "N", "N", "C", "C", "C", "H", "H", "H", "H", "H", "H"],
  "xyz": [[0.061, 1.522, -1.449], [-1.768, 0.564, -0.236], [1.663, -0.268, -0.200], [-0.462, 0.453, -0.702], [-0.556, -1.067, 0.978], [0.202, -0.350, -0.045], [-1.754, -0.453, 0.680], [2.058, 0.106, 0.857], [-0.548, -2.168, 1.430], [0.333, 2.205, -0.653], [-2.700, -0.683, 1.219], [1.244, 1.147, -1.632], [2.226, -1.007, -0.249]],
  "lowdin_charge": [0.053, 0.090, 0.061, -0.254, -0.030, -0.410, -0.230, 0.188, 0.139, 0.104, 0.106, 0.188, -0.005],
  "smiles": "Nc1ccnn1N",
  "homo_energy_ev": -9.0,
  "orbital_gap_ev": 9.5
}

=====

D:
{
  "formula": "C3H6N4",
  "method": "ωB97M-V/def2-TZVPD",
  "elements": ["N", "N", "N", "N", "C", "C", "C", "H", "H", "H", "H", "H", "H"],
  "xyz": [[2.164, -1.033, 0.604], [2.275, 0.101, 0.178], [0.959, -1.399, 0.971], [-0.007, -0.362, 0.873], [0.721, 0.740, 0.315], [-0.254, 0.037, -0.524], [-1.611, 0.627, -0.804], [0.137, -0.627, -1.290], [-2.384, -0.128, -0.670], [0.666, 1.746, 0.683], [0.797, -2.155, 1.616], [-1.815, 1.454, -0.127], [-1.648, 0.999, -1.826]],
  "lowdin_charge": [-0.087, 0.057, -0.046, -0.008, -0.165, -0.310, -0.056, 0.139, 0.076, 0.116, 0.133, 0.075, 0.076],
  "smiles": "C[C@H]1[C@@H]2N=NNN12",
  "homo_energy_ev": -9.0,
  "orbital_gap_ev": 10.2
}

=====

Which of them is the most stable? Correct choice: A.

=====

A:
{
  "formula": "C3H6N4",
  "method": "ωB97M-V/def2-TZVPD",
  "elements": ["N", "N", "N", "N", "C", "C", "C", "H", "H", "H", "H", "H", "H"],
  "xyz": [[-1.072, 1.233, -0.161], [-2.649, -0.478, 0.059], [0.310, 1.221, -0.353], [-0.295, -0.938, -0.078], [0.774, 0.032, -0.183], [2.224, -0.391, 0.034], [-1.324, -0.038, -0.082], [2.686, 0.512, 0.543], [-3.285, 0.199, 0.540], [0.880, 2.039, -0.436], [2.084, -1.269, 0.651], [2.514, -0.625, -0.965], [-2.846, -1.498, 0.430]],
  "lowdin_charge": [0.078, 0.061, 0.037, 0.143, -0.365, -0.006, -0.568, 0.101, 0.091, 0.153, 0.073, 0.066, 0.135],
  "smiles": "Cc1nc(N)n[nH]1",
  "homo_energy_ev": -8.7,
  "orbital_gap_ev": 9.5
}

=====

B:
{
  "formula": "C3H6N4",
  "method": "ωB97M-V/def2-TZVPD",
  "elements": ["N", "N", "N", "N", "C", "C", "C", "H", "H", "H", "H", "H", "H"],
  "xyz": [[-0.787, -1.131, -0.104], [-0.448, 1.096, 0.215], [-1.874, -0.392, -0.207], [-1.681, 0.874, 0.021], [0.130, -0.187, 0.197], [1.544, -0.450, 0.464], [2.452, 0.280, -0.445], [3.465, -0.003, -0.267], [2.432, 1.331, -0.494], [2.161, -0.024, -1.448], [1.724, 0.002, 1.511], [-2.726, -0.744, -0.564], [1.722, -1.543, 0.489]],
  "lowdin_charge": [0.117, 0.072, -0.070, -0.027, -0.357, -0.231, -0.121, 0.067, 0.062, 0.083, 0.142, 0.139, 0.123],
  "smiles": "CCc1nn[nH]n1",
  "homo_energy_ev": -10.2,
  "orbital_gap_ev": 11.4
}

=====

C:
{
  "formula": "C3H6N4",
  "method": "ωB97M-V/def2-TZVPD",
  "elements": ["N", "N", "N", "N", "C", "C", "C", "H", "H", "H", "H", "H", "H"],
  "xyz": [[-0.110, -0.792, -0.210], [-2.486, -0.500, -0.089], [0.489, 1.317, -0.143], [-0.799, 1.150, -0.023], [0.914, 0.126, -0.214], [-1.231, -0.086, -0.056], [2.330, -0.466, -0.002], [-2.755, -1.492, 0.154], [2.848, -0.893, -0.904], [-3.233, 0.195, 0.190], [2.348, -1.006, 0.889], [3.021, 0.413, 0.483], [-1.337, 2.034, -0.076]],
  "lowdin_charge": [0.130, 0.128, 0.065, 0.004, -0.436, -0.505, -0.037, 0.136, 0.078, 0.128, 0.023, 0.115, 0.172],
  "smiles": "Cc1n[nH]c(N)n1",
  "homo_energy_ev": -8.7,
  "orbital_gap_ev": 9.3
}

=====

Which of them is the most stable? Correct choice: A.